# C2H10BrO4Pt

A molecular structure, C2H10BrO4Pt at a distorted geometry (the ωB97M-V functional and the def2-TZVPD basis, the OMol25 dataset).

Properties
* max |F|: 0.076 Eh/bohr
* HOMO energy (spin up / spin down): -13.015 / -13.009 eV
* charge: +1
* frontier orbital gap (spin up / spin down): 6.863 / 3.441 eV
* multiplicity: 3
* LUMO energy (spin up / spin down): -6.15 / -9.57 eV

Geometry (Å):
Pt -2.374 1.431 3.583
Br -0.563 0.506 1.731
C -0.898 0.386 -2.411
C -1.410 -0.991 -2.154
O -2.099 -1.083 -0.976
O 0.196 0.778 -1.670
H -1.590 1.165 -2.093
H -0.597 0.348 -3.458
H -0.669 -1.788 -2.225
H -2.085 -1.350 -2.931
H -1.623 -0.678 -0.246
H 0.035 0.815 -0.724
O 2.232 -1.593 2.358
H 1.426 -1.371 1.890
H 2.698 -0.761 2.439
O 2.628 1.116 2.495
H 3.011 1.818 1.969
H 1.683 1.251 2.424

---

# C36H75N7

7 unconnected molecules or ions with the total composition C36H75N7 at a distorted geometry (the ωB97M-V functional and the def2-TZVPD basis, the OMol25 dataset).

Properties
* max |F|: 0.044 Eh/bohr
* SMILES: c1cc[nH]c1.c1cc[nH]c1.c1cc[nH]c1.CCN(CC)CC.CCN(CC)CC.CCN(CC)CC.CCN(CC)CC
* HOMO energy: -8.000 eV
* charge: 0
* frontier orbital gap: 8.444 eV
* LUMO energy: 0.44 eV

Geometry (Å):
N -1.622 1.654 1.421
C -1.987 2.958 1.680
C -3.337 2.945 1.979
C -3.793 1.638 1.850
C -2.721 0.860 1.478
H -0.709 1.286 1.192
H -1.334 3.814 1.680
H -3.852 3.853 2.247
H -4.790 1.272 2.048
H -2.566 -0.190 1.307
N -2.363 -3.058 0.104
C -1.606 -3.862 -0.705
C -1.603 -3.276 -1.949
C -2.411 -2.103 -1.946
C -2.814 -2.012 -0.618
H -2.533 -3.271 1.069
H -1.033 -4.686 -0.315
H -1.240 -3.689 -2.880
H -2.613 -1.446 -2.771
H -3.521 -1.321 -0.187
N 0.091 -0.624 -0.640
C 0.421 -0.945 0.648
C 1.450 -0.118 1.044
C 1.669 0.805 0.002
C 0.757 0.513 -0.991
H -0.661 -1.086 -1.147
H 0.084 -1.866 1.093
H 1.967 -0.246 1.983
H 2.380 1.610 -0.084
H 0.674 1.075 -1.908
C 0.444 -6.389 6.682
C 1.681 -5.534 6.405
N 1.899 -5.144 5.006
C 0.842 -4.253 4.557
C 1.162 -3.577 3.195
C 1.914 -6.308 4.129
C 2.924 -7.417 4.540
H -0.439 -6.126 6.106
H 0.178 -6.445 7.741
H 0.594 -7.459 6.482
H 1.527 -4.636 7.013
H 2.585 -5.944 6.857
H -0.158 -4.709 4.538
H 0.634 -3.382 5.184
H 1.055 -4.135 2.269
H 0.674 -2.605 3.212
H 2.238 -3.374 3.240
H 2.241 -5.996 3.136
H 0.918 -6.763 4.014
H 3.070 -8.010 3.643
H 2.506 -7.995 5.360
H 3.799 -6.834 4.829
C 0.949 4.635 0.215
C 1.805 5.680 -0.536
N 0.968 6.758 -1.056
C 0.494 7.560 0.080
C -0.312 8.777 -0.315
C 1.834 7.624 -1.886
C 2.393 6.921 -3.112
H 0.150 4.277 -0.442
H 0.515 4.959 1.158
H 1.511 3.717 0.405
H 2.588 5.987 0.175
H 2.322 5.137 -1.323
H -0.170 6.963 0.707
H 1.336 7.834 0.729
H 0.353 9.633 -0.498
H -0.853 8.741 -1.262
H -0.975 9.118 0.479
H 2.611 8.131 -1.298
H 1.220 8.441 -2.280
H 3.208 6.273 -2.779
H 2.827 7.551 -3.885
H 1.569 6.340 -3.530
C -3.508 3.127 -5.470
C -2.811 3.216 -4.119
N -3.809 3.421 -3.042
C -4.086 4.849 -2.917
C -5.564 5.095 -2.623
C -3.337 2.823 -1.789
C -3.254 1.294 -1.777
H -3.594 3.993 -6.127
H -4.498 2.673 -5.378
H -3.060 2.383 -6.147
H -2.227 2.331 -3.858
H -2.060 4.019 -4.137
H -3.717 5.470 -3.728
H -3.536 5.186 -2.020
H -5.912 4.612 -1.710
H -6.162 4.766 -3.480
H -5.915 6.130 -2.525
H -2.389 3.248 -1.436
H -4.131 3.104 -1.094
H -2.243 0.910 -1.646
H -3.870 0.942 -0.953
H -3.666 0.863 -2.693
C 1.986 -6.168 0.181
C 2.389 -4.690 0.018
N 3.108 -4.296 -1.186
C 2.400 -4.748 -2.392
C 3.122 -4.382 -3.682
C 3.359 -2.865 -1.185
C 4.184 -2.415 0.025
H 1.332 -6.245 1.048
H 2.849 -6.825 0.298
H 1.446 -6.549 -0.690
H 1.467 -4.099 0.119
H 3.123 -4.584 0.818
H 2.483 -5.832 -2.329
H 1.355 -4.411 -2.445
H 2.599 -4.844 -4.525
H 3.276 -3.333 -3.929
H 4.113 -4.843 -3.725
H 2.412 -2.299 -1.220
H 3.922 -2.516 -2.049
H 3.669 -2.449 0.982
H 4.696 -1.476 -0.186
H 5.044 -3.085 0.158

---

# C4NO3

A gas-phase ion, C4NO3 (charge -1) at a distorted geometry (the ωB97M-V functional and the def2-TZVPD basis, the OMol25 dataset).

Properties
* max |F|: 0.089 Eh/bohr
* SMILES: N#CC(=C=O)C(=O)[O-]
* HOMO energy: -4.781 eV
* charge: -1
* frontier orbital gap: 8.611 eV
* LUMO energy: 3.83 eV

Geometry (Å):
C 0.943 1.238 -0.109
C 0.444 -0.046 0.056
C 0.800 -1.216 0.165
C -1.273 0.009 -0.019
N 1.476 2.263 -0.270
O -1.703 0.026 -1.134
O -1.628 0.091 1.125
O 0.942 -2.366 0.186

---

# C2H2N2O

A single C2H2N2O molecule at a distorted geometry (the ωB97M-V functional and the def2-TZVPD basis, the OMol25 dataset).

Properties
* max |F|: 0.036 Eh/bohr
* SMILES: O=C1[C@@H]2NN12
* HOMO energy: -9.988 eV
* charge: 0
* frontier orbital gap: 10.654 eV
* LUMO energy: 0.67 eV

Geometry (Å):
C 0.131 -0.588 -0.099
N -0.078 0.982 -0.150
N 1.042 0.217 0.589
C -1.104 0.155 0.204
O -2.274 0.080 0.356
H 1.932 0.320 0.088
H 0.350 -1.165 -0.988

---

# C2H5N3OS

A single C2H5N3OS molecule at a distorted geometry (the ωB97M-V functional and the def2-TZVPD basis, the OMol25 dataset).

Properties
* max |F|: 0.142 Eh/bohr
* SMILES: [H]/N=C(/NO)NC=S
* HOMO energy: -8.396 eV
* charge: 0
* frontier orbital gap: 8.724 eV
* LUMO energy: 0.33 eV

Geometry (Å):
C 0.813 -0.363 -0.141
C -1.656 -0.045 -0.188
H 0.517 1.663 1.164
H 1.830 1.404 -0.611
H 1.658 -2.214 0.309
H -0.785 -1.862 0.333
H -1.183 0.891 -0.767
N 0.927 0.962 -0.454
N 1.756 -1.251 -0.104
N -0.534 -0.693 0.286
O -0.098 1.665 0.281
S -3.246 -0.156 -0.108

---

# C2H11NO3

4 unconnected molecules or ions with the total composition C2H11NO3 at a distorted geometry (the ωB97M-V functional and the def2-TZVPD basis, the OMol25 dataset).

Properties
* max |F|: 0.116 Eh/bohr
* HOMO energy (spin up / spin down): 1.108 / -6.833 eV
* charge: -1
* frontier orbital gap (spin up / spin down): 1.733 / 9.843 eV
* multiplicity: 2
* LUMO energy (spin up / spin down): 2.84 / 3.01 eV

Geometry (Å):
C -0.742 1.821 -0.174
C 0.869 0.041 -0.539
N 0.052 0.797 -1.054
H -0.382 2.812 -0.250
H -0.684 1.594 0.908
H -1.853 1.655 -0.414
H 1.581 -0.669 -1.163
H 1.096 -0.322 0.506
H 1.187 0.480 -4.201
H 0.329 -0.202 -3.158
O 0.897 -0.353 -3.850
H -3.544 -1.663 -1.122
H -4.257 -0.772 -2.098
O -3.531 -0.733 -1.379
H 3.246 -1.034 6.657
H 3.114 -1.701 5.284
O 2.624 -1.752 6.046